1.
DFT (ωB97M-V/def2-TZVPD) results for a structure of composition C11H20N3NdP2 at a distorted geometry.

XYZ file:
```
37
Properties=species:S:1:pos:R:3:mulliken_spin:R:1
Nd 0.30 -0.17 -2.08 3.0868
P -0.55 0.60 0.41 0.0056
P -0.54 2.07 -2.53 0.0184
N -0.90 -0.81 2.69 -0.0002
N 1.12 0.61 2.55 0.0006
N -1.07 1.62 2.92 -0.0002
C 0.30 -2.24 -2.04 -0.0695
C 1.50 -2.79 -4.09 -0.0165
C 0.38 1.70 3.23 -0.0003
C 0.79 -0.40 -4.14 -0.0425
C 0.56 -0.70 2.97 0.0001
C 1.15 0.78 1.08 0.0055
C -1.32 1.87 1.49 0.0008
C -1.62 0.31 3.34 0.0003
C 1.38 -1.48 -4.66 -0.0026
C -1.18 -0.90 1.25 0.0020
C 0.94 -3.10 -2.82 0.0163
H -0.05 3.23 -1.95 0.0033
H -2.26 -1.00 1.05 0.0004
H -0.91 2.85 1.22 0.0005
H -0.27 -2.50 -1.16 -0.0050
H 0.77 2.68 2.91 -0.0001
H 1.77 -0.02 0.64 -0.0048
H 1.79 -1.36 -5.67 -0.0027
H 0.73 -0.83 4.05 -0.0001
H 1.97 -3.56 -4.67 -0.0002
H 1.56 1.75 0.78 0.0021
H -1.52 0.22 4.44 0.0000
H -0.56 2.49 -3.87 0.0142
H -2.40 1.88 1.30 -0.0009
H 0.96 -4.16 -2.52 -0.0051
H 0.81 0.55 -4.64 -0.0008
H -2.70 0.26 3.11 0.0001
H -0.66 -1.78 0.85 -0.0013
H 0.53 1.63 4.31 0.0001
H 1.11 -1.52 2.47 0.0002
H -1.90 2.24 -2.22 -0.0045
```

Computed properties:
- E_HOMO (spin up / spin down): -5.375 / -5.378 eV
- Multiplicity: 4
- Kohn-Sham gap (spin up / spin down): 5.2 / 5.2 eV


2.
DFT (ωB97M-V/def2-TZVPD) results for a cluster of 3 separate species, C4H12O2 in total at a distorted geometry.

XYZ file:
```
18
Properties=species:S:1:pos:R:3:nbo_charge:R:1
O 0.19 3.94 3.56 -0.9412
O 2.29 -6.45 1.31 -0.9036
C -1.88 -0.26 -1.73 -0.6523
C 0.42 0.20 -0.93 -0.4390
C -0.91 2.17 -1.71 -0.6631
C -0.74 0.68 -1.54 0.0430
H 3.13 -6.11 0.94 0.4533
H 0.47 4.87 3.33 0.4712
H 1.21 0.91 -0.82 0.1963
H 0.44 -0.88 -0.65 0.1956
H -2.17 -0.16 -2.82 0.2163
H 0.60 3.37 2.90 0.4701
H -1.35 2.43 -2.68 0.2123
H -1.46 -1.25 -1.44 0.2254
H 2.22 -5.41 1.54 0.4503
H -2.78 0.16 -1.20 0.2217
H -1.54 2.64 -0.88 0.2233
H 0.00 2.74 -1.81 0.2205
```

Computed properties:
- E_HOMO: -9.125 eV
- SMILES string: C=C(C)C.O.O
- Kohn-Sham gap: 9.7 eV
- ΔE to the lowest compared entry with this formula, charge and spin: 180.0 kJ/mol